DFT (ωB97M-V/def2-TZVPD) results for a 2-piece molecular cluster, C7H16NS overall in a non-equilibrium geometry.

## Properties
- Relative energy (zero: lowest compared OMol25 entry of this formula, charge and spin): 679.8 kJ/mol
- E_tot: -728.7656 a.u.
- E_HOMO: -13.382 eV
- Net charge: +1

Last column: natural (NBO) charge in e.
Cartesian coordinates (Å):
C1 -0.3252 -1.3697 -0.9362  -0.521
C2 -1.4298 -0.6296 -1.7319  -0.210
C3 0.4154 -0.4172 -0.0236  -0.116
C4 2.5400 -1.7458 0.2490  -0.618
C5 -1.7695 1.1222 1.7143  -0.816
C6 -0.3901 2.5511 -0.3641  -0.795
C7 1.4356 -0.8714 0.9543  -0.512
N1 -1.9393 0.3636 -0.8489  -0.857
S1 -0.9417 0.8587 0.1547  1.593
H1 -0.9035 -1.9751 -0.3138  0.230
H2 0.4261 -1.9761 -1.4152  0.266
H3 -0.9667 -0.2855 -2.6313  0.198
H4 -2.1816 -1.3016 -2.0383  0.228
H5 1.4966 0.7108 -1.0783  0.128
H6 2.4803 -1.6110 -0.8158  0.214
H7 2.5068 -2.9011 0.4244  0.241
H8 3.5844 -1.5260 0.5176  0.250
H9 -1.0297 1.5115 2.4183  0.258
H10 -2.2497 0.2895 2.2600  0.294
H11 -2.5585 1.7287 1.5191  0.272
H12 -1.0237 3.2872 0.1206  0.263
H13 -0.5031 2.6000 -1.3915  0.268
H14 0.5095 2.9573 0.0557  0.265
H15 1.8040 0.0826 1.4347  0.233
H16 1.0134 -1.4530 1.7658  0.243

Atomic forces in eV per Å
C 0.323 1.124 0.095
C 2.288 -0.674 -0.076
C 1.317 2.331 -3.101
C 0.374 -1.586 0.604
C 2.384 -1.896 1.699
C -0.261 0.150 3.354
C 1.015 0.793 0.803
N -1.151 0.334 0.154
S 0.387 0.595 -0.289
H -0.660 -1.556 1.457
H -0.105 -0.142 -0.676
H 0.160 0.922 -0.775
H -1.036 -0.757 -0.112
H -2.314 -2.208 1.794
H 0.022 0.123 -0.510
H -0.610 2.144 -0.073
H -0.557 0.465 0.230
H -0.164 0.510 -0.165
H 0.690 -0.488 -1.035
H -2.050 2.443 -0.756
H -1.140 -0.275 -0.135
H 0.033 -0.220 -2.000
H 1.267 -0.729 -0.210
H 0.226 -1.225 -0.415
H -0.439 -0.180 0.137

DFT (ωB97M-V/def2-TZVPD) results for an isolated molecule of C16H23N3O3.

## Properties
- Relative energy (zero: lowest compared OMol25 entry of this formula, charge and spin): 202.7 kJ/mol
- E_tot: -1013.4820 a.u.
- E_HOMO: -8.439 eV
- SMILES string: CCOC(CNC(=O)Cn1nc(C)c2ccccc21)OCC

Last column: natural (NBO) charge in e.
Cartesian coordinates (Å):
C1 -2.2982 -0.2605 2.7951  -0.630
C2 -2.3783 0.9305 1.8551  -0.052
H1 -1.6805 1.7223 2.1623  0.166
H2 -3.3916 1.3564 1.8414  0.167
O1 -2.0423 0.4710 0.5566  -0.558
C3 -2.3392 1.3299 -0.4936  0.379
O2 -1.5420 2.4880 -0.5089  -0.552
C4 -0.1371 2.2797 -0.5233  -0.081
C5 0.5515 3.5663 -0.0979  -0.617
H3 1.6284 3.4215 -0.1115  0.214
H4 0.2385 3.8455 0.9043  0.209
H5 0.2864 4.3704 -0.7783  0.212
H6 0.1239 1.4691 0.1682  0.181
H7 0.1932 2.0043 -1.5365  0.157
C6 -2.2411 0.4810 -1.7891  -0.268
N1 -1.2187 -0.5286 -1.6769  -0.630
C7 -1.5166 -1.7599 -1.1965  0.687
O3 -2.6229 -2.2438 -1.2058  -0.607
C8 -0.2867 -2.5576 -0.7184  -0.311
N2 0.6537 -1.7688 0.0203  -0.205
C9 1.6252 -0.9444 -0.4574  0.186
C10 2.0923 -0.6954 -1.7492  -0.277
C11 3.1064 0.2235 -1.8845  -0.195
C12 3.6574 0.8848 -0.7777  -0.247
C13 3.2145 0.6364 0.4990  -0.165
C14 2.1851 -0.2906 0.6696  -0.162
C15 1.4544 -0.8127 1.7767  0.168
N3 0.5591 -1.6735 1.3566  -0.231
C16 1.6251 -0.4771 3.2135  -0.646
H8 2.6669 -0.5975 3.5074  0.222
H9 1.0028 -1.1297 3.8191  0.237
H10 1.3383 0.5585 3.3965  0.221
H11 3.6451 1.1400 1.3512  0.218
H12 4.4510 1.5984 -0.9421  0.217
H13 3.4930 0.4442 -2.8684  0.218
H14 1.6785 -1.2043 -2.6075  0.224
H15 0.2066 -3.0005 -1.5894  0.224
H16 -0.6500 -3.3551 -0.0673  0.256
H17 -0.2816 -0.1844 -1.5275  0.404
H18 -3.1860 -0.0432 -1.9398  0.242
H19 -2.0377 1.1378 -2.6375  0.209
H20 -3.3604 1.7384 -0.4020  0.163
H21 -2.4390 0.0639 3.8222  0.206
H22 -3.0652 -0.9846 2.5360  0.215
H23 -1.3295 -0.7414 2.6890  0.229

Atomic forces in eV per Å
C -0.018 0.301 -0.310
C 0.007 0.054 0.235
H -0.096 -0.050 -0.047
H 0.104 0.007 0.009
O -0.076 -0.055 -0.047
C -0.396 -0.031 -0.377
O 0.073 0.177 0.159
C 0.176 0.012 0.095
C -0.280 -0.326 -0.167
H 0.125 0.028 0.001
H -0.011 0.032 0.122
H 0.023 0.133 -0.062
H 0.002 0.042 -0.124
H -0.004 -0.048 0.073
C -0.123 0.165 0.373
N 0.260 0.286 -0.264
C 0.546 -0.155 -0.092
O -0.314 -0.222 0.113
C -0.523 -0.178 -0.034
N 0.501 0.189 -0.216
C 0.444 0.234 0.522
C -0.036 -0.090 -0.153
C -0.069 -0.042 -0.076
C 0.183 0.179 0.051
C -0.081 -0.084 0.007
C -0.299 -0.306 -0.509
C -0.053 -0.088 -0.227
N -0.176 -0.101 0.620
C -0.053 -0.038 -0.059
H 0.035 0.003 0.094
H -0.012 -0.009 0.083
H -0.003 0.061 0.084
H 0.075 0.083 0.071
H 0.064 0.059 0.003
H 0.017 -0.001 -0.088
H -0.033 -0.023 -0.104
H -0.027 0.016 0.093
H 0.067 0.110 -0.149
H -0.133 -0.101 0.044
H 0.069 0.124 -0.044
H -0.088 -0.034 0.053
H 0.196 -0.165 0.018
H -0.029 0.007 0.143
H -0.078 -0.110 0.020
H 0.044 -0.043 0.060

DFT (ωB97M-V/def2-TZVPD) results for a 2-piece molecular cluster, C6H12S overall in a non-equilibrium geometry.

## Properties
- Relative energy (zero: lowest compared OMol25 entry of this formula, charge and spin): 353.9 kJ/mol
- E_tot: -633.8499 a.u.
- E_HOMO: -8.339 eV

Last column: natural (NBO) charge in e.
Cartesian coordinates (Å):
C1 -1.4637 1.1799 0.9497  -0.493
C2 -0.4155 0.5891 0.3239  0.122
C3 -0.8244 -1.0417 -1.7089  -0.601
C4 0.8451 -1.7156 0.1220  -0.606
C5 1.5292 1.3341 0.5485  -0.581
C6 -0.4745 -0.8674 -0.2119  -0.275
S1 1.4266 3.0653 0.3382  -0.009
H1 -2.3976 0.6210 0.8322  0.195
H2 -1.6091 2.0665 1.4431  0.206
H3 -0.0499 -0.7369 -2.4457  0.210
H4 -1.7095 -0.5147 -1.9852  0.213
H5 -0.9289 -2.1775 -1.7068  0.205
H6 0.4822 -2.7015 -0.0152  0.207
H7 0.9049 -1.6454 1.2446  0.204
H8 1.7928 -1.6050 -0.2678  0.213
H9 2.1213 1.0209 -0.3563  0.233
H10 1.7151 0.8042 1.5007  0.225
H11 -1.2500 -1.2708 0.3415  0.199
H12 0.3059 3.5955 1.0534  0.134

Atomic forces in eV per Å
C 1.143 -3.291 -2.542
C 2.236 0.835 1.199
C 1.113 -1.528 0.665
C -4.067 0.742 3.281
C -4.111 -2.046 -1.035
C 3.403 2.370 -1.562
S -0.617 1.859 0.765
H 0.072 -0.002 0.161
H 0.454 2.224 0.970
H -0.163 -0.245 0.763
H -0.898 0.043 -0.098
H -0.264 1.416 -0.938
H 0.131 -1.327 -0.408
H 0.387 -0.026 -0.892
H 1.653 0.895 -1.406
H -0.669 -0.136 1.214
H 0.359 0.803 -0.576
H -1.502 -1.250 1.068
H 1.339 -1.334 -0.628